Version 1
Density functional theory data (ωB97M-V with the def2-TZVPD basis set) for a cluster of 14 separate species, C48H109N14O14 in total.

## Properties
HOMO energy (Ha): -0.157
Net charge: -1
Lowest unoccupied orbital energy (eV): 1.5563
HOMO-LUMO gap (eV): 5.8
Spin multiplicity: 1

Each atom is followed by the atoms it is bonded to, with distances in Å.
Positions of all 185 atoms, in Å:
1 C 4.84327 -19.32998 36.96352  C2 1.526, H12 1.089, H13 1.096, H14 1.096
2 C 4.06371 -18.24146 36.23034  C1 1.526, C3 1.544, N7 1.491, C11 1.525
3 C 3.67492 -17.13409 37.23424  C2 1.544, C4 1.563, H15 1.103, H16 1.091
4 C 4.78773 -16.16727 37.75245  C3 1.563, C5 1.561, H17 1.087, H18 1.085
5 C 5.62746 -15.75890 36.50137  C4 1.561, C6 1.548, H19 1.096, H20 1.091
6 C 5.99214 -16.82498 35.43938  C5 1.548, N7 1.461, C9 1.523, C10 1.533
7 N 4.75151 -17.52544 35.11803  C2 1.491, C6 1.461, O8 1.415
8 O 4.91591 -18.38794 34.00776  N7 1.415
9 C 7.11437 -17.72685 35.93713  C6 1.523, H21 1.091, H22 1.089, H23 1.105
10 C 6.42962 -16.02154 34.20954  C6 1.533, H24 1.090, H25 1.096, H26 1.088
11 C 2.70550 -18.75170 35.75944  C2 1.525, H27 1.092, H28 1.094, H29 1.092
12 H 5.68700 -19.65269 36.35500  C1 1.089
13 H 4.26764 -20.21417 37.25945  C1 1.096
14 H 5.25295 -19.05675 37.94317  C1 1.096
15 H 3.38558 -17.71528 38.12535  C3 1.103
16 H 2.75100 -16.59631 37.01643  C3 1.091
17 H 5.36960 -16.75992 38.45346  C4 1.087
18 H 4.35128 -15.26082 38.15857  C4 1.085
19 H 6.58896 -15.30801 36.77409  C5 1.096
20 H 5.01635 -14.99275 36.02237  C5 1.091
21 H 7.27056 -18.61879 35.32909  C9 1.091
22 H 7.06051 -17.77783 37.02328  C9 1.089
23 H 8.10852 -17.28057 35.75563  C9 1.105
24 H 6.77424 -16.71919 33.44610  C10 1.090
25 H 7.33843 -15.46666 34.46817  C10 1.096
26 H 5.65848 -15.37143 33.80221  C10 1.088
27 H 2.13170 -19.27265 36.52806  C11 1.092
28 H 2.77456 -19.38963 34.87290  C11 1.094
29 H 2.07153 -17.93197 35.41609  C11 1.092
30 C 0.22206 -11.21347 41.41117  C31 1.501, H35 1.095, H36 1.086, H37 1.089
31 C 1.12904 -12.30482 40.92167  C30 1.501, O32 1.229, N33 1.347
32 O 2.34226 -12.11191 40.93912  C31 1.229
33 N 0.58542 -13.39612 40.34837  C31 1.347, C34 1.453, H38 1.008
34 C 1.31224 -14.48295 39.71506  N33 1.453, H39 1.092, H40 1.090, H41 1.089
35 H -0.80895 -11.55224 41.26790  C30 1.095
36 H 0.35962 -10.25881 40.91227  C30 1.086
37 H 0.41294 -11.03275 42.46816  C30 1.089
38 H -0.37057 -13.63545 40.56005  N33 1.008
39 H 0.78773 -14.72771 38.78859  C34 1.092
40 H 1.37339 -15.41443 40.27700  C34 1.090
41 H 2.29026 -14.07096 39.46942  C34 1.089
42 C 7.79053 -20.27679 38.90943  C43 1.487, H47 1.090, H48 1.089, H49 1.096
43 C 8.06900 -19.17212 39.86448  C42 1.487, O44 1.230, N45 1.356
44 O 8.81494 -19.30402 40.83334  C43 1.230
45 N 7.44077 -17.99378 39.62963  C43 1.356, C46 1.458, H50 1.007
46 C 7.58071 -16.79556 40.44907  N45 1.458, H51 1.082, H52 1.097, H53 1.089
47 H 8.53863 -21.06014 39.02853  C42 1.090
48 H 7.68847 -20.01642 37.85689  C42 1.089
49 H 6.87253 -20.81811 39.16452  C42 1.096
50 H 6.58752 -18.01281 39.09571  N45 1.007
51 H 8.35647 -16.84671 41.20231  C46 1.082
52 H 6.62225 -16.72139 40.97805  C46 1.097
53 H 7.60628 -15.87240 39.87186  C46 1.089
54 C 4.61373 -12.34138 34.64366  C55 1.527, H59 1.090, H60 1.086, H61 1.093
55 C 5.16617 -12.15774 36.05562  C54 1.527, O56 1.222, N57 1.339
56 O 6.27493 -11.68727 36.26241  C55 1.222
57 N 4.27667 -12.44064 37.01622  C55 1.339, C58 1.475, H62 1.004
58 C 4.54224 -12.20772 38.44808  N57 1.475, H63 1.094, H64 1.089, H65 1.081
59 H 5.42987 -12.06453 33.97707  C54 1.090
60 H 3.72838 -11.77030 34.37864  C54 1.086
61 H 4.46985 -13.40867 34.45905  C54 1.093
62 H 3.33145 -12.70610 36.80859  N57 1.004
63 H 4.56471 -13.21003 38.88635  C58 1.094
64 H 3.62104 -11.78165 38.84171  C58 1.089
65 H 5.47239 -11.67572 38.59059  C58 1.081
66 C 9.38700 -11.09292 29.75685  C67 1.521, H71 1.096, H72 1.091, H73 1.082
67 C 9.36487 -11.98059 30.99143  C66 1.521, O68 1.229, N69 1.333
68 O 10.04549 -13.00359 31.00052  C67 1.229
69 N 8.55656 -11.62286 31.98857  C67 1.333, C70 1.460, H74 1.004
70 C 8.41836 -12.39413 33.22060  N69 1.460, H75 1.094, H76 1.090, H77 1.083
71 H 10.11560 -10.30134 29.96462  C66 1.096
72 H 8.43354 -10.57202 29.65691  C66 1.091
73 H 9.73217 -11.62725 28.88149  C66 1.082
74 H 7.97585 -10.80844 31.90275  N69 1.004
75 H 9.37081 -12.24385 33.73836  C70 1.094
76 H 8.38344 -13.46072 32.99950  C70 1.090
77 H 7.57881 -12.05470 33.81545  C70 1.083
78 C 7.25769 -21.38300 34.65379  C79 1.495, H83 1.094, H84 1.090, H85 1.084
79 C 6.01445 -22.20183 34.51505  C78 1.495, O80 1.229, N81 1.360
80 O 6.04554 -23.43022 34.55554  C79 1.229
81 N 4.83642 -21.54608 34.34003  C79 1.360, C82 1.455, H86 1.020
82 C 3.65504 -22.19706 33.79326  N81 1.455, H87 1.087, H88 1.096, H89 1.086
83 H 7.37890 -21.24441 35.73220  C78 1.094
84 H 7.13172 -20.43931 34.12323  C78 1.090
85 H 8.12824 -21.92842 34.30680  C78 1.084
86 H 4.76157 -20.54083 34.49257  N81 1.020
87 H 3.94526 -23.08378 33.23581  C82 1.087
88 H 3.20347 -21.60307 32.99025  C82 1.096
89 H 2.95656 -22.28550 34.62065  C82 1.086
90 C 13.05985 -12.63562 36.29245  C91 1.536, H95 1.091, H96 1.087, H97 1.087
91 C 11.65437 -12.11468 36.62737  C90 1.536, O92 1.222, N93 1.346
92 O 11.51879 -10.97193 37.03939  C91 1.222
93 N 10.66196 -12.99470 36.39864  C91 1.346, C94 1.455, H98 1.006
94 C 9.26865 -12.82936 36.78238  N93 1.455, H99 1.089, H100 1.089, H101 1.093
95 H 12.99275 -13.41933 35.53658  C90 1.091
96 H 13.49003 -13.04738 37.20127  C90 1.087
97 H 13.52272 -11.75724 35.85004  C90 1.087
98 H 10.92350 -13.84441 35.92869  N93 1.006
99 H 8.98887 -12.64960 37.81904  C94 1.089
100 H 8.75581 -13.67615 36.32878  C94 1.089
101 H 8.85061 -11.95632 36.27467  C94 1.093
102 C 2.36245 -17.56892 31.87145  C103 1.506, H107 1.090, H108 1.094, H109 1.090
103 C 1.58672 -16.49747 32.59223  C102 1.506, O104 1.219, N105 1.360
104 O 0.53714 -15.98860 32.23786  C103 1.219
105 N 2.23287 -16.10635 33.72381  C103 1.360, C106 1.447, H110 1.015
106 C 1.88027 -14.92661 34.48399  N105 1.447, H111 1.093, H112 1.090, H113 1.091
107 H 3.26153 -17.14837 31.42186  C102 1.090
108 H 1.69746 -17.95613 31.09339  C102 1.094
109 H 2.70038 -18.45794 32.40421  C102 1.090
110 H 3.01493 -16.67571 34.03082  N105 1.015
111 H 0.85978 -15.06061 34.85236  C106 1.093
112 H 1.92662 -13.98816 33.93160  C106 1.090
113 H 2.54964 -14.86223 35.34251  C106 1.091
114 C 6.74240 -15.59444 30.57112  C115 1.535, H119 1.090, H120 1.085, H121 1.098
115 C 7.17326 -15.03144 29.20929  C114 1.535, O116 1.222, N117 1.340
116 O 6.31482 -14.79349 28.37281  C115 1.222
117 N 8.49425 -14.91304 29.01649  C115 1.340, C118 1.445, H122 1.003
118 C 9.08618 -14.47852 27.77254  N117 1.445, H123 1.095, H124 1.093, H125 1.087
119 H 6.32704 -16.59306 30.43545  C114 1.090
120 H 6.16936 -14.82998 31.08459  C114 1.085
121 H 7.60213 -15.88006 31.19215  C114 1.098
122 H 9.16295 -15.38968 29.59292  N117 1.003
123 H 9.09152 -15.29017 27.03711  C118 1.095
124 H 10.14774 -14.28616 27.94728  C118 1.093
125 H 8.68240 -13.56718 27.34005  C118 1.087
126 C 4.33750 -23.51847 38.31643  C127 1.522, H131 1.088, H132 1.093, H133 1.090
127 C 5.34899 -24.10127 39.29302  C126 1.522, O128 1.224, N129 1.346
128 O 5.61507 -25.29174 39.39235  C127 1.224
129 N 5.88843 -23.18467 40.11786  C127 1.346, C130 1.462, H134 1.003
130 C 6.90259 -23.47151 41.13060  N129 1.462, H135 1.086, H136 1.084, H137 1.099
131 H 4.16770 -22.44823 38.41114  C126 1.088
132 H 3.43325 -24.06573 38.59536  C126 1.093
133 H 4.57550 -23.76653 37.28225  C126 1.090
134 H 5.52904 -22.25025 40.17813  N129 1.003
135 H 7.64541 -22.68000 41.09368  C130 1.086
136 H 7.29233 -24.48334 41.12515  C130 1.084
137 H 6.35049 -23.48196 42.08071  C130 1.099
138 C 8.31546 -18.82150 31.95689  C139 1.520, H143 1.084, H144 1.092, H145 1.093
139 C 7.31144 -19.10690 30.85177  C138 1.520, O140 1.230, N141 1.337
140 O 7.70106 -19.25159 29.69360  C139 1.230
141 N 6.04750 -19.29720 31.24339  C139 1.337, C142 1.437, H146 1.018
142 C 4.92026 -19.48321 30.37212  N141 1.437, H147 1.088, H148 1.088, H149 1.096
143 H 9.15599 -18.21917 31.63161  C138 1.084
144 H 8.59694 -19.81188 32.32035  C138 1.092
145 H 7.80912 -18.32535 32.78907  C138 1.093
146 H 5.90138 -19.18477 32.24459  N141 1.018
147 H 4.83218 -18.73069 29.59094  C142 1.088
148 H 4.00366 -19.57144 30.95085  C142 1.088
149 H 4.96889 -20.47526 29.90861  C142 1.096
150 C 10.05559 -16.41332 38.41634  C151 1.509, H155 1.088, H156 1.091, H157 1.090
151 C 11.32094 -16.20400 37.62179  C150 1.509, O152 1.216, N153 1.366
152 O 11.30877 -15.92723 36.43806  C151 1.216
153 N 12.46507 -16.64440 38.22449  C151 1.366, C154 1.445, H158 1.006
154 C 13.76134 -16.63431 37.58548  N153 1.445, H159 1.093, H160 1.090, H161 1.095
155 H 10.11650 -16.06915 39.44638  C150 1.088
156 H 9.77967 -17.46779 38.46859  C150 1.091
157 H 9.27636 -15.96029 37.80325  C150 1.090
158 H 12.56313 -16.58697 39.22362  N153 1.006
159 H 14.46644 -16.25761 38.33099  C154 1.093
160 H 13.72934 -16.02644 36.68112  C154 1.090
161 H 14.18474 -17.60291 37.29929  C154 1.095
162 C 10.94255 -19.29732 35.66846  C163 1.522, H167 1.091, H168 1.086, H169 1.093
163 C 10.73429 -20.67802 35.06176  C162 1.522, O164 1.220, N165 1.351
164 O 10.41975 -21.61100 35.78149  C163 1.220
165 N 10.83434 -20.73268 33.71520  C163 1.351, C166 1.458, H170 1.004
166 C 10.76341 -21.96667 32.94186  N165 1.458, H171 1.084, H172 1.089, H173 1.093
167 H 11.26809 -18.53965 34.95402  C162 1.091
168 H 11.58625 -19.32197 36.54316  C162 1.086
169 H 9.94246 -18.98051 35.97637  C162 1.093
170 H 11.18384 -19.89426 33.28783  N165 1.004
171 H 11.16981 -21.79202 31.95255  C166 1.084
172 H 9.76267 -22.39715 32.94535  C166 1.089
173 H 11.33477 -22.76353 33.42459  C166 1.093
174 C 1.02736 -24.84197 37.01807  C175 1.506, H179 1.091, H180 1.090, H181 1.087
175 C 1.10552 -24.17952 35.66733  C174 1.506, O176 1.222, N177 1.357
176 O 1.54679 -24.86082 34.75394  C175 1.222
177 N 0.61695 -22.93122 35.45816  C175 1.357, C178 1.444, H182 1.003
178 C 0.38760 -21.99425 36.53269  N177 1.444, H183 1.094, H184 1.097, H185 1.090
179 H 0.01977 -25.22205 37.19533  C174 1.091
180 H 1.37034 -24.27237 37.88212  C174 1.090
181 H 1.68916 -25.70373 36.98058  C174 1.087
182 H 0.50575 -22.51617 34.55169  N177 1.003
183 H 1.31521 -21.61104 36.96862  C178 1.094
184 H -0.14266 -22.39749 37.40470  C178 1.097
185 H -0.32014 -21.23211 36.20779  C178 1.090


Version 2
Density functional theory data (ωB97M-V with the def2-TZVPD basis set) for a cluster of 14 separate species, C48H109N14O14 in total.

## Properties
HOMO energy (Ha): -0.082
Net charge: -1
Lowest unoccupied orbital energy (eV): 1.0647
HOMO-LUMO gap (eV): 3.3
Spin multiplicity: 1

Each atom is followed by the atoms it is bonded to, with distances in Å.
Positions of all 185 atoms, in Å:
1 C -2.61992 -1.65936 1.43890  C2 1.576, H12 1.090, H13 1.090, H14 1.090
2 C -2.18035 -1.97380 -0.04134  C1 1.576, C3 1.573, N7 1.540, C11 1.571
3 C -2.66220 -0.85060 -1.03188  C2 1.573, C4 1.547, H15 1.090, H16 1.090
4 C -1.73767 0.38998 -1.02581  C3 1.547, C5 1.498, H17 1.090, H18 1.090
5 C -0.33964 -0.04463 -1.34401  C4 1.498, C6 1.539, H19 1.090, H20 1.090
6 C 0.27144 -1.06018 -0.36252  C5 1.539, N7 1.486, C9 1.558, C10 1.527
7 N -0.66021 -2.19674 -0.14047  C2 1.540, C6 1.486, O8 1.493
8 O -0.09040 -3.22286 0.78287  N7 1.493
9 C 0.65308 -0.26292 0.92098  C6 1.558, H21 1.090, H22 1.090, H23 1.090
10 C 1.51763 -1.52189 -1.11496  C6 1.527, H24 1.090, H25 1.090, H26 1.090
11 C -2.91336 -3.23684 -0.62051  C2 1.571, H27 1.090, H28 1.090, H29 1.090
12 H -2.26772 -2.36278 2.19338  C1 1.090
13 H -3.70723 -1.59507 1.39712  C1 1.090
14 H -2.28206 -0.63856 1.61760  C1 1.090
15 H -3.63621 -0.50200 -0.68854  C3 1.090
16 H -2.86237 -1.18122 -2.05105  C3 1.090
17 H -1.77174 1.00979 -0.12984  C4 1.090
18 H -2.12580 1.06216 -1.79109  C4 1.090
19 H 0.23198 0.88089 -1.27502  C5 1.090
20 H -0.30487 -0.47171 -2.34625  C5 1.090
21 H 1.33841 0.55051 0.68275  C9 1.090
22 H 1.30228 -0.88071 1.54144  C9 1.090
23 H -0.24848 -0.01117 1.47949  C9 1.090
24 H 2.18821 -0.66570 -1.18809  C10 1.090
25 H 1.33757 -1.88198 -2.12788  C10 1.090
26 H 2.10297 -2.29954 -0.62433  C10 1.090
27 H -3.03038 -4.07180 0.07033  C11 1.090
28 H -2.23741 -3.68795 -1.34692  C11 1.090
29 H -3.86786 -3.02559 -1.10260  C11 1.090
30 C 1.23923 -4.98917 -10.91638  C31 1.527, H35 1.090, H36 1.090, H37 1.090
31 C 0.10151 -5.32649 -9.95480  C30 1.527, O32 1.195, N33 1.324
32 O -0.33283 -6.43617 -9.86873  C31 1.195
33 N -0.36800 -4.25226 -9.33900  C31 1.324, C34 1.465, H38 1.010
34 C -1.53810 -4.28569 -8.45876  N33 1.465, H39 1.090, H40 1.090, H41 1.090
35 H 1.80768 -4.13082 -10.55832  C30 1.090
36 H 0.83990 -4.70667 -11.89046  C30 1.090
37 H 1.99089 -5.74933 -11.12918  C30 1.090
38 H 0.01130 -3.36693 -9.64304  N33 1.010
39 H -1.42090 -3.73369 -7.52620  C34 1.090
40 H -1.84390 -5.30402 -8.21882  C34 1.090
41 H -2.40384 -3.80429 -8.91359  C34 1.090
42 C -7.22755 2.68553 -6.23605  C43 1.534, H47 1.090, H48 1.090, H49 1.090
43 C -7.16134 1.68618 -7.39744  C42 1.534, O44 1.218, N45 1.316
44 O -8.20686 1.27141 -7.86495  C43 1.218
45 N -6.04886 1.25868 -7.95612  C43 1.316, C46 1.491, H50 1.010
46 C -4.65823 1.69944 -7.64697  N45 1.491, H51 1.090, H52 1.090, H53 1.090
47 H -7.52016 2.24210 -5.28428  C42 1.090
48 H -7.90889 3.52151 -6.39413  C42 1.090
49 H -6.25363 3.14570 -6.06920  C42 1.090
50 H -6.11092 0.57697 -8.69876  N45 1.010
51 H -4.51455 1.97647 -6.60260  C46 1.090
52 H -4.41036 2.53133 -8.30625  C46 1.090
53 H -3.87846 0.98004 -7.89699  C46 1.090
54 C 4.53208 -8.18897 -1.05509  C55 1.506, H59 1.090, H60 1.090, H61 1.090
55 C 4.09730 -8.01922 -2.48742  C54 1.506, O56 1.195, N57 1.309
56 O 4.58075 -8.70368 -3.33885  C55 1.195
57 N 3.12217 -7.17976 -2.72660  C55 1.309, C58 1.451, H62 1.010
58 C 2.43654 -6.99729 -3.99193  N57 1.451, H63 1.090, H64 1.090, H65 1.090
59 H 5.60165 -7.97905 -1.04924  C54 1.090
60 H 4.41460 -9.21820 -0.71595  C54 1.090
61 H 3.99930 -7.56165 -0.34045  C54 1.090
62 H 2.76223 -6.62438 -1.96365  N57 1.010
63 H 3.18290 -6.65307 -4.70787  C58 1.090
64 H 1.59873 -6.31180 -3.86434  C58 1.090
65 H 2.18564 -8.01316 -4.29714  C58 1.090
66 C -1.88949 -9.62944 0.89346  C67 1.498, H71 1.090, H72 1.090, H73 1.090
67 C -2.65278 -9.68524 2.18066  C66 1.498, O68 1.200, N69 1.358
68 O -3.35024 -10.62426 2.44705  C67 1.200
69 N -2.50390 -8.62209 3.01267  C67 1.358, C70 1.410, H74 1.010
70 C -3.14740 -8.45611 4.25572  N69 1.410, H75 1.090, H76 1.090, H77 1.090
71 H -1.06847 -10.33458 1.02303  C66 1.090
72 H -1.60009 -8.61843 0.60673  C66 1.090
73 H -2.49306 -9.95958 0.04799  C66 1.090
74 H -2.00684 -7.83804 2.61480  N69 1.010
75 H -3.47715 -9.42472 4.63144  C70 1.090
76 H -3.96806 -7.74050 4.30587  C70 1.090
77 H -2.44324 -8.08602 5.00089  C70 1.090
78 C 12.02332 0.37706 3.94956  C79 1.567, H83 1.090, H84 1.090, H85 1.090
79 C 11.04690 -0.40715 3.00773  C78 1.567, O80 1.295, N81 1.366
80 O 11.55116 -1.34484 2.27087  C79 1.295
81 N 9.71795 -0.10720 3.10439  C79 1.366, C82 1.493, H86 1.010
82 C 8.71536 -0.90436 2.33648  N81 1.493, H87 1.090, H88 1.090, H89 1.090
83 H 12.91198 -0.10861 4.35270  C78 1.090
84 H 11.47853 0.79024 4.79844  C78 1.090
85 H 12.30737 1.26737 3.38854  C78 1.090
86 H 9.39689 0.68364 3.64439  N81 1.010
87 H 8.42074 -0.23322 1.52971  C82 1.090
88 H 7.82904 -1.13525 2.92743  C82 1.090
89 H 9.07208 -1.87164 1.98261  C82 1.090
90 C 2.69067 2.53786 -7.39837  C91 1.489, H95 1.090, H96 1.090, H97 1.090
91 C 3.22210 1.21137 -7.81665  C90 1.489, O92 1.234, N93 1.360
92 O 2.65534 0.55487 -8.69491  C91 1.234
93 N 4.33254 0.72152 -7.20349  C91 1.360, C94 1.471, H98 1.010
94 C 4.99333 -0.55288 -7.52636  N93 1.471, H99 1.090, H100 1.090, H101 1.090
95 H 2.15016 2.31628 -6.47812  C90 1.090
96 H 2.09004 2.90825 -8.22913  C90 1.090
97 H 3.43890 3.30551 -7.20095  C90 1.090
98 H 4.83648 1.38177 -6.62886  N93 1.010
99 H 4.28908 -1.37987 -7.43564  C94 1.090
100 H 5.86450 -0.73155 -6.89610  C94 1.090
101 H 5.32502 -0.53385 -8.56449  C94 1.090
102 C -8.22468 8.00743 5.44173  C103 1.443, H107 1.090, H108 1.090, H109 1.090
103 C -7.42193 6.82308 5.25523  C102 1.443, O104 1.196, N105 1.301
104 O -6.48305 6.65141 5.97639  C103 1.196
105 N -7.77516 5.95429 4.35412  C103 1.301, C106 1.521, H110 1.010
106 C -6.89312 4.75990 4.02383  N105 1.521, H111 1.090, H112 1.090, H113 1.090
107 H -8.50980 8.10855 6.48891  C102 1.090
108 H -9.12958 7.97085 4.83516  C102 1.090
109 H -7.60728 8.84853 5.12633  C102 1.090
110 H -8.57105 6.10393 3.75056  N105 1.010
111 H -5.83302 4.99704 4.11354  C106 1.090
112 H -7.10092 4.39458 3.01811  C106 1.090
113 H -6.92592 3.91193 4.70791  C106 1.090
114 C -4.68712 8.31890 -0.46077  C115 1.543, H119 1.090, H120 1.090, H121 1.090
115 C -3.56532 9.11639 0.23641  C114 1.543, O116 1.218, N117 1.329
116 O -2.42675 8.68297 0.22518  C115 1.218
117 N -3.90668 10.20372 0.91921  C115 1.329, C118 1.464, H122 1.010
118 C -3.02356 10.97618 1.79472  N117 1.464, H123 1.090, H124 1.090, H125 1.090
119 H -4.60208 7.25036 -0.26308  C114 1.090
120 H -4.81155 8.52416 -1.52400  C114 1.090
121 H -5.68454 8.63249 -0.15267  C114 1.090
122 H -4.86527 10.50669 0.82212  N117 1.010
123 H -3.44944 10.95858 2.79794  C118 1.090
124 H -2.81550 11.95200 1.35591  C118 1.090
125 H -2.05241 10.49095 1.89208  C118 1.090
126 C 1.67652 -5.53310 7.75533  C127 1.541, H131 1.090, H132 1.090, H133 1.090
127 C 1.34041 -4.13114 8.30067  C126 1.541, O128 1.251, N129 1.334
128 O 1.70810 -3.81247 9.45332  C127 1.251
129 N 0.62478 -3.34636 7.49333  C127 1.334, C130 1.478, H134 1.010
130 C 0.03940 -2.05223 7.90372  N129 1.478, H135 1.090, H136 1.090, H137 1.090
131 H 1.70438 -5.54592 6.66576  C126 1.090
132 H 1.00040 -6.29182 8.14939  C126 1.090
133 H 2.69145 -5.78582 8.06214  C126 1.090
134 H 0.57148 -3.53391 6.50233  N129 1.010
135 H 0.04821 -1.87565 8.97927  C130 1.090
136 H -0.98461 -1.92126 7.55389  C130 1.090
137 H 0.66814 -1.36057 7.34302  C130 1.090
138 C 8.48768 7.02786 -3.80082  C139 1.488, H143 1.090, H144 1.090, H145 1.090
139 C 7.36137 6.23846 -3.23365  C138 1.488, O140 1.195, N141 1.339
140 O 7.10885 5.13907 -3.62673  C139 1.195
141 N 6.63138 6.78250 -2.25207  C139 1.339, C142 1.491, H146 1.010
142 C 5.52161 6.12006 -1.50871  N141 1.491, H147 1.090, H148 1.090, H149 1.090
143 H 8.26523 7.29657 -4.83350  C138 1.090
144 H 9.41579 6.48029 -3.63690  C138 1.090
145 H 8.60171 7.95498 -3.23907  C138 1.090
146 H 6.82582 7.73929 -1.99349  N141 1.010
147 H 4.54058 6.50905 -1.78144  C142 1.090
148 H 5.52204 6.12684 -0.41872  C142 1.090
149 H 5.50158 5.09705 -1.88441  C142 1.090
150 C 6.64332 5.91675 7.00147  C151 1.526, H155 1.090, H156 1.090, H157 1.090
151 C 6.86832 4.40723 6.97426  C150 1.526, O152 1.231, N153 1.336
152 O 7.81004 3.96887 6.31332  C151 1.231
153 N 6.02278 3.60117 7.62156  C151 1.336, C154 1.469, H158 1.010
154 C 6.09246 2.13646 7.71040  N153 1.469, H159 1.090, H160 1.090, H161 1.090
155 H 5.57896 6.08936 7.16103  C150 1.090
156 H 6.95745 6.43288 6.09426  C150 1.090
157 H 7.29040 6.43292 7.71066  C150 1.090
158 H 5.23883 4.02106 8.10032  N153 1.010
159 H 7.10591 1.86886 8.00943  C154 1.090
160 H 5.88906 1.55800 6.80922  C154 1.090
161 H 5.46334 1.79972 8.53436  C154 1.090
162 C -8.97890 -5.00850 -4.40815  C163 1.510, H167 1.090, H168 1.090, H169 1.090
163 C -8.67049 -6.48602 -4.34975  C162 1.510, O164 1.220, N165 1.361
164 O -8.39789 -7.10242 -5.36629  C163 1.220
165 N -8.79915 -7.11023 -3.14709  C163 1.361, C166 1.505, H170 1.010
166 C -8.29740 -8.50240 -2.87089  N165 1.505, H171 1.090, H172 1.090, H173 1.090
167 H -9.53093 -4.69295 -5.29348  C162 1.090
168 H -8.05187 -4.45427 -4.26136  C162 1.090
169 H -9.53622 -4.71366 -3.51901  C162 1.090
170 H -9.16884 -6.61780 -2.34649  N165 1.010
171 H -7.67147 -8.46290 -1.97941  C166 1.090
172 H -7.66370 -8.84760 -3.68781  C166 1.090
173 H -9.09819 -9.22387 -2.70858  C166 1.090
174 C -1.30209 5.78374 9.49427  C175 1.530, H179 1.090, H180 1.090, H181 1.090
175 C -0.33630 5.54477 8.33242  C174 1.530, O176 1.248, N177 1.303
176 O 0.86336 5.28023 8.55490  C175 1.248
177 N -0.80335 5.61039 7.11776  C175 1.303, C178 1.476, H182 1.010
178 C -0.02102 5.41733 5.88139  N177 1.476, H183 1.090, H184 1.090, H185 1.090
179 H -2.26232 5.31763 9.27333  C174 1.090
180 H -1.38854 6.86503 9.60119  C174 1.090
181 H -0.94823 5.40347 10.45254  C174 1.090
182 H -1.79433 5.80545 7.12000  N177 1.010
183 H 0.67848 4.58931 5.99628  C178 1.090
184 H 0.52760 6.33195 5.65649  C178 1.090
185 H -0.66916 5.21970 5.02760  C178 1.090


Relative energies, hartree: version 1 0.0000; version 2 0.1740.